[1]
Molecular formula: C22H72N2O13
Method: DFT, the ωB97M-V functional and the def2-TZVPD basis

Structure (XYZ):
```
109
Properties=species:S:1:pos:R:3:forces:R:3
C 2.021460 -3.584291 -1.979626 0.84 -0.60 0.05
C 1.265010 -3.533161 -3.299616 -0.46 0.29 0.48
C 1.761670 -2.468451 -4.321066 -1.96 -0.74 0.34
O 0.936480 -2.586401 -5.540096 1.67 -0.43 0.83
C 1.481480 -1.835111 -6.610516 -0.98 1.23 0.04
N 1.262310 -4.847671 -3.896986 0.63 -0.07 -0.21
H 2.031560 -2.683501 -1.365966 -0.11 0.04 -0.25
H 3.046530 -3.932531 -2.106356 0.52 0.57 -0.45
H 1.690400 -4.433931 -1.382446 -0.85 0.21 0.08
H 0.230030 -3.398371 -2.985386 -0.25 0.84 -0.45
H 2.813010 -2.646311 -4.547256 0.11 0.23 -0.04
H 1.542580 -1.512861 -3.844666 0.51 0.49 -0.32
H 2.439000 -2.056241 -7.082056 0.28 -0.94 0.58
H 1.572200 -0.808851 -6.254586 0.06 0.38 -0.15
H 0.746160 -1.828131 -7.415096 -0.09 -0.12 0.08
H 0.985390 -4.657991 -4.849586 -0.32 -0.46 -0.43
H 2.254380 -5.022861 -3.969186 0.39 -0.85 -0.23
C -1.001410 5.407959 1.667704 0.30 -0.57 0.10
C -0.719570 4.420519 2.803144 -0.69 -0.81 -1.83
C -1.849310 3.304249 2.788154 0.54 0.03 1.45
O -2.057900 2.623889 1.570004 1.06 0.27 -0.21
C -3.130250 1.718969 1.647334 -0.58 0.70 -0.58
N 0.628460 3.851539 2.640354 -0.42 0.22 0.39
H -0.954480 4.863329 0.724684 -0.16 0.03 -0.14
H -0.220310 6.167589 1.637084 -0.23 0.21 0.11
H -2.003990 5.809409 1.815244 0.08 0.32 -0.24
H -0.772940 5.026109 3.707864 -0.04 -0.56 0.41
H -2.818690 3.616149 3.176914 -0.27 0.81 -0.13
H -1.544830 2.572719 3.536664 0.26 -0.32 0.13
H -4.024550 2.340089 1.697664 -0.54 -0.20 0.22
H -3.122290 1.023549 2.486644 0.38 0.04 0.13
H -3.185360 1.174179 0.704864 0.22 -0.14 0.05
H 0.668040 3.259039 1.823364 -0.16 0.25 -0.80
H 0.743940 3.116539 3.323404 0.18 0.00 0.65
C -4.105440 -3.493901 1.696104 -0.80 0.38 1.17
C -3.803550 -2.024621 2.040994 -0.25 -1.07 -1.66
O -2.533180 -1.815651 1.437984 0.52 0.81 1.50
H -3.266050 -4.091301 2.051954 -0.05 -0.15 -0.32
H -4.294640 -3.590441 0.626994 0.38 -0.04 0.00
H -5.009540 -3.847941 2.191454 -0.10 -0.08 0.11
H -3.821370 -1.762171 3.098774 0.29 -0.19 -0.05
H -4.508900 -1.397401 1.495854 -0.37 0.24 0.35
H -2.698960 -1.918271 0.497984 0.25 0.07 -0.97
C -0.728220 -2.667911 4.271534 -0.30 0.10 0.34
C -1.249300 -1.233811 4.460834 0.53 -0.61 -0.02
O -1.090560 -0.430781 3.300874 -0.01 -0.09 0.51
H -1.193550 -3.203161 3.443834 0.05 0.34 -0.30
H -0.989220 -3.270131 5.141774 0.10 0.10 0.28
H 0.356610 -2.684911 4.166934 -0.05 0.03 -0.15
H -0.664750 -0.746131 5.240944 -0.22 -0.13 0.11
H -2.301200 -1.234391 4.746544 -0.11 -0.05 0.22
H -1.631780 -0.858411 2.633174 -0.08 -0.09 -1.11
C 0.369030 -0.484121 -0.500326 -0.77 0.63 0.13
C 0.119760 0.945909 0.063404 0.16 -1.80 -1.11
O 1.391710 1.574799 0.157074 -0.26 -0.03 0.74
H 0.975500 -1.122171 0.142474 0.30 0.37 0.12
H 0.819950 -0.383111 -1.487526 0.16 -0.21 -0.01
H -0.571820 -1.026311 -0.594816 -0.17 0.06 -0.14
H -0.476530 0.869629 0.972644 0.62 0.40 0.37
H -0.477410 1.519149 -0.645746 -0.25 -0.07 -0.05
H 1.393960 2.305429 -0.465646 0.17 0.52 0.32
C 3.552990 0.573029 2.465954 -0.23 0.02 1.91
O 3.683460 0.444969 1.107754 0.28 0.08 -1.09
H 2.633690 0.101989 2.813954 0.03 -0.45 0.24
H 4.429200 0.147239 2.954884 -0.13 -0.07 0.06
H 3.424240 1.601759 2.802454 0.31 0.34 -0.14
H 2.896030 0.867029 0.756424 -0.54 0.23 -0.67
C 2.032920 3.516949 -2.487436 -0.66 -0.44 -1.32
O 1.640300 3.897569 -1.199796 0.17 0.55 0.32
H 2.427970 2.501589 -2.454626 0.43 0.23 0.03
H 1.153360 3.457249 -3.128476 -0.30 -0.06 -0.19
H 2.678530 4.221559 -3.011656 0.48 -0.12 0.42
H 1.702400 4.853809 -1.141856 -0.11 -0.01 0.37
C -2.912320 -2.901251 -2.174896 1.07 0.70 0.86
O -3.022790 -1.802991 -1.199686 -1.12 -1.57 -0.48
H -1.834840 -2.978051 -2.320646 -0.09 -0.44 -0.54
H -3.263520 -3.846791 -1.761716 -0.02 0.32 0.56
H -3.436950 -2.807691 -3.125746 -0.05 0.78 0.11
H -2.604660 -1.002931 -1.526296 0.08 0.36 -0.70
C -1.159980 0.710969 -3.552766 0.47 -0.95 0.41
O -2.264720 0.579599 -2.663486 0.27 0.10 -0.55
H -0.432990 1.400939 -3.124366 0.14 0.22 -0.21
H -0.685000 -0.268961 -3.599936 0.09 -0.03 -0.05
H -1.418320 0.979149 -4.577196 -0.27 0.26 0.09
H -2.603330 1.477459 -2.635306 -0.71 0.38 0.38
C 0.332270 1.586069 5.496784 -0.59 -1.38 -0.19
O 0.636050 1.335559 4.166734 1.61 1.52 -1.64
H -0.754520 1.643029 5.557834 -0.19 0.05 0.75
H 0.726340 0.661659 5.919024 -0.23 0.45 1.66
H 0.766940 2.501379 5.898484 0.27 -0.13 -0.26
H 0.025240 0.727069 3.744534 -0.50 -0.29 -0.10
C 4.057190 0.060869 -2.129226 0.74 0.41 1.04
O 4.805410 -0.505131 -1.061536 0.24 -0.61 -1.19
H 3.814630 -0.697151 -2.873996 -0.23 0.03 0.07
H 3.194450 0.576079 -1.706916 -0.52 -0.30 -0.30
H 4.651950 0.851019 -2.587516 0.14 0.03 -0.41
H 4.454510 -0.185571 -0.227066 -0.08 0.12 0.51
C 2.908350 -3.280621 1.389214 -0.50 0.41 -1.06
O 3.483340 -4.074971 2.372894 0.55 -0.65 0.54
H 3.532890 -3.281031 0.495874 0.22 0.52 -0.07
H 1.968910 -3.712651 1.044404 -0.48 0.17 0.17
H 2.760900 -2.263551 1.752444 0.02 -0.07 -0.04
H 3.888240 -4.777891 1.859514 0.20 -0.32 0.54
C -2.133120 4.197769 -1.965056 0.23 0.94 1.77
O -2.953190 3.416309 -2.754746 -0.39 -1.11 -1.62
H -2.203890 5.262129 -2.189206 -0.05 0.08 -0.11
H -2.460550 4.029629 -0.939086 0.35 0.36 0.39
H -1.075400 3.937469 -2.004736 -0.09 -0.41 -0.40
H -3.767340 3.881349 -2.960906 0.05 -0.03 0.06
```
Positions in Å, forces in eV/Å.

Output
HOMO energy: -8.7 eV
E_LUMO: 0.30 eV

[2]
Molecular formula: C23H28BrN3O6
Method: DFT, the ωB97M-V functional and the def2-TZVPD basis

Structure (XYZ):
```
61
Properties=species:S:1:pos:R:3:forces:R:3
C 4.367399 2.851384 1.992639 -0.02 0.36 -0.11
O 3.962615 1.508071 2.350868 -0.26 0.26 0.06
C 2.753851 1.157065 1.883011 -0.59 1.45 -1.33
O 2.144436 1.867813 1.098606 0.93 -1.03 0.97
C 2.277033 -0.164501 2.429506 -0.75 -0.38 0.24
C 3.435573 -1.138031 2.530534 0.79 -0.47 -0.12
C 2.899431 -2.520597 2.118550 -0.16 -0.16 0.25
C 1.491355 -2.301645 1.546675 -0.56 0.62 -0.79
N 1.272631 -0.822606 1.557405 1.31 0.45 0.04
C -0.005705 -0.288142 1.411956 -1.68 1.55 0.67
C -0.370193 0.435677 0.136145 2.14 -0.12 -2.92
C -0.729987 1.787641 0.663116 2.26 -0.21 4.31
C -1.919702 1.787570 1.609472 0.00 0.47 -0.31
C -1.490872 1.249977 2.975118 -0.16 -0.26 0.25
C -0.789463 -0.121745 2.738881 0.36 -0.18 0.32
H 5.331062 2.997172 2.490947 -0.27 -0.04 -0.17
H 4.470667 2.979621 0.894733 -0.12 -0.25 0.72
H 3.626237 3.586650 2.366848 0.42 -0.48 -0.24
H 1.884626 0.024515 3.449491 0.05 0.12 -0.31
H 4.266759 -0.824206 1.883532 -0.34 -0.13 0.12
H 3.836349 -1.142357 3.549580 -0.05 -0.05 -0.24
H 3.540311 -3.016341 1.373555 -0.14 0.19 0.40
H 2.836725 -3.151186 3.017972 0.05 -0.01 -0.46
H 1.391628 -2.631037 0.496830 0.02 -0.12 0.50
H 0.720375 -2.802779 2.147598 0.14 0.03 -0.10
H 0.648522 0.383903 -0.443075 -1.47 0.31 1.97
H 0.167293 2.317503 1.070284 -1.04 -0.20 -0.01
H -0.989698 2.674753 -0.350261 0.50 0.21 -0.07
H -2.332674 2.814592 1.694968 0.24 -0.48 0.01
H -2.739786 1.167520 1.204713 0.28 0.13 0.11
H -0.895435 1.987064 3.577501 0.04 -0.74 -0.87
H -2.359848 1.073518 3.608843 -0.25 -0.02 -0.01
H -1.526175 -0.962249 2.856148 0.30 0.70 -0.47
H -0.085927 -0.313368 3.576709 -0.26 0.07 -0.53
C 2.928112 -2.056688 -2.046821 0.37 0.11 0.07
C 1.532668 -2.389358 -2.487481 -0.56 0.65 0.03
O 0.618485 -1.373476 -1.959509 -0.50 -0.17 0.17
C -0.659475 -1.646641 -2.312644 -0.96 -0.61 -0.18
O -0.946291 -2.643749 -2.970267 0.21 1.26 0.83
N -1.596451 -0.721213 -1.822904 1.64 -0.83 -0.19
C -2.860037 -0.581869 -2.373501 -1.50 0.56 -0.65
C -3.471976 -1.436153 -3.256527 0.38 -0.95 0.37
C -4.629170 -1.002293 -3.891172 -0.32 0.75 0.78
C -5.319797 0.165383 -3.463985 0.46 -0.78 -0.49
C -4.739476 0.984612 -2.509208 0.43 -0.42 0.77
Br -5.767483 2.328774 -1.612314 0.20 -0.46 -0.44
C -3.449029 0.656695 -2.044715 -0.33 -0.77 -0.56
C -2.444220 1.380963 -1.358087 0.06 3.30 0.06
N -2.371038 2.744599 -1.593763 -0.58 -1.14 -0.25
O -3.173425 3.440771 -2.256609 1.12 -1.16 0.95
O -1.319938 3.393290 -1.063472 -0.52 0.67 -1.08
C -1.191243 0.542252 -1.189680 0.59 -0.98 -1.82
H 3.601971 -2.738469 -2.583443 -0.02 0.18 0.25
H 3.210110 -1.023530 -2.305446 -0.15 -0.37 0.10
H 3.058417 -2.205748 -0.960898 -0.02 0.11 -0.44
H 1.379723 -2.307150 -3.564577 0.40 -0.50 0.02
H 1.203876 -3.367837 -2.121125 0.07 0.17 -0.24
H -2.974995 -2.421251 -3.295847 -0.77 0.65 -0.97
H -4.989009 -1.591941 -4.704629 -0.61 -0.32 -0.22
H -6.308787 0.398092 -3.854124 0.29 -0.04 0.00
H -0.410920 1.020699 -1.906628 -1.12 -0.51 1.29
```
Positions in Å, forces in eV/Å.

Output
HOMO energy: -7.1 eV
E_LUMO: -1.20 eV

[3]
Molecular formula: C14H20MnNO2PS5
Method: DFT, the ωB97M-V functional and the def2-TZVPD basis

Structure (XYZ):
```
44
Properties=species:S:1:pos:R:3:forces:R:3
Mn -0.251415 0.141736 0.103106 -0.19 0.97 -0.01
S -2.603104 -1.145864 2.153024 0.35 -0.16 -0.18
C -1.368195 -2.180734 1.528739 -0.03 -0.46 0.11
C -1.582588 -3.595013 1.436923 -0.23 0.52 0.25
C -0.631322 -4.423057 0.923375 0.20 -0.24 -0.14
C 0.596124 -3.897242 0.495560 -0.13 -0.01 0.17
C 0.753847 -2.540021 0.610276 0.15 0.07 0.17
N -0.174343 -1.702444 1.101090 -0.37 0.10 -0.42
H -2.538776 -3.970939 1.774340 -0.01 -0.01 -0.02
H -0.829807 -5.487557 0.838883 -0.01 0.00 0.01
H 1.384777 -4.510337 0.081291 -0.02 -0.01 0.00
H 1.673383 -2.063479 0.293951 -0.02 0.00 -0.11
O 4.090391 4.605897 -3.087318 -0.13 -0.10 0.10
C 3.316745 3.850265 -2.521795 0.19 0.12 -0.15
S 1.574149 4.055863 -2.481351 -0.02 0.09 -0.02
C 1.171106 2.634042 -1.520197 -0.46 0.12 0.03
C 2.210508 1.873375 -1.142668 0.10 -0.38 0.27
S 2.144393 0.385582 -0.213536 -0.04 0.14 -0.04
S 3.805115 2.404990 -1.651404 0.12 0.06 -0.03
S -0.523424 2.363729 -1.166105 0.31 -0.23 0.05
C 0.047148 0.944983 3.658735 -0.11 -0.03 0.03
P -0.350981 1.600342 1.991574 0.49 -0.25 -0.17
C -1.889000 2.524468 2.287107 -0.13 0.06 0.09
C 0.875005 2.954756 1.935022 0.00 0.12 0.05
H 0.065340 1.750817 4.399059 -0.01 -0.04 0.04
H 1.031504 0.474557 3.615072 0.01 0.03 -0.03
H -0.685863 0.186398 3.936413 -0.01 0.03 -0.04
H -1.753066 3.225739 3.114575 -0.07 0.04 0.02
H -2.693059 1.823948 2.513553 0.05 -0.02 0.00
H -2.140973 3.071023 1.377207 0.05 0.00 0.00
H 0.840089 3.548695 2.855539 0.03 0.02 -0.06
H 0.672296 3.581239 1.066052 -0.02 0.00 0.04
H 1.865566 2.513974 1.805533 -0.02 0.00 0.03
C -1.350193 -2.483020 -2.847892 0.03 -0.24 -0.06
C -1.127404 -0.988673 -2.632222 -0.03 0.32 0.24
C 0.176833 -0.531256 -3.273778 0.17 -0.04 -0.11
O -1.165428 -0.716942 -1.279800 -0.05 -0.73 -0.16
H -1.399394 -2.740747 -3.915378 0.01 0.01 0.05
H -2.282025 -2.790556 -2.364718 0.06 0.02 -0.01
H -0.527827 -3.041674 -2.383833 -0.08 0.03 -0.04
H -1.947588 -0.460223 -3.152692 -0.10 0.07 -0.01
H 1.018178 -0.987642 -2.741692 -0.01 0.02 -0.05
H 0.276547 0.551545 -3.182133 0.01 -0.05 0.00
H 0.226729 -0.810547 -4.337487 -0.02 0.03 0.11
```
Positions in Å, forces in eV/Å.

Output
Total charge: -2
HOMO energy (spin up / spin down): -0.6 / -0.5 eV
E_LUMO (spin up / spin down): 4.90 / 4.90 eV
Spin multiplicity: 2
Expectation value of S²: 1.1892